#a
2 unconnected molecules or ions with the total composition C5H11NO3, computed with ωB97M-V/def2-TZVPD.

Element x y z (Å)
C1 -1.68031 0.99944 0.89565
N1 0.53977 1.32443 -0.06449
C2 -0.50540 1.89065 0.63580
O1 1.59789 2.22674 -0.28305
O2 -0.45728 3.07243 0.94268
H1 1.23111 3.08633 0.03597
H2 1.16322 -0.06001 0.73190
H3 -2.47072 1.22046 0.17376
H4 -2.03714 1.16097 1.91448
H5 -1.43889 -0.05906 0.80507
C3 0.45751 -3.20339 -0.00717
C4 0.20530 0.60331 -1.45555
C5 0.27718 -1.73759 0.26628
O3 1.30169 -1.17980 0.82340
H6 -0.22728 -3.72608 0.66068
H7 1.48338 -3.55499 0.13293
H8 0.08957 -3.42483 -1.00804
H9 1.15737 0.29767 -1.87605
H10 -0.38313 -0.29302 -1.26706
H11 -0.30384 1.35633 -2.05716

LUMO (eV): 0.830
HOMO (eV): -7.87
Orbital gap (Ha): 0.3197
Charge: 0
Molar mass (g/mol): 133.15

---

#b
A single C5H11NO3 molecule, computed with ωB97M-V/def2-TZVPD.

Element x y z (Å)
C1 -0.14784 1.02300 0.02864
C2 2.35897 0.39097 0.29138
C3 -1.22364 1.12542 1.08138
C4 -1.21462 -1.96074 0.19111
N1 -0.76217 -1.26712 -1.00231
C5 -0.19719 -0.06534 -1.04423
O1 1.05887 0.05048 0.70485
O2 0.26191 2.11199 -0.54909
O3 0.29714 0.37270 -2.14509
H1 0.45647 1.51180 -1.77928
H2 -0.60051 -1.82173 -1.83246
H3 3.03959 0.15824 1.11556
H4 2.66754 -0.18096 -0.59553
H5 2.44173 1.46409 0.07150
H6 -1.21950 0.27124 1.74960
H7 -1.02710 2.03488 1.64395
H8 -2.20169 1.21482 0.60372
H9 -0.49533 -1.82861 0.99704
H10 -1.30779 -3.01950 -0.04497
H11 -2.18482 -1.58563 0.51422

LUMO (eV): 0.684
HOMO (eV): -9.28
Orbital gap (Ha): 0.3660
Charge: 0
Molar mass (g/mol): 133.15

---

#c
A single C5H11NO3 molecule, computed with ωB97M-V/def2-TZVPD.

Element x y z (Å)
C1 1.01855 -1.23302 0.21435
C2 1.19718 1.15719 0.45786
C3 -0.53835 -0.71087 -0.52982
C4 0.45340 1.52266 -0.83372
C5 -1.93855 -0.54555 0.09363
N1 -0.10948 0.32715 -1.45550
O1 1.87074 -0.18200 0.22023
O2 0.72081 -1.77860 1.44403
O3 0.34061 1.04204 1.51023
H1 1.26302 -1.34253 2.11920
H2 -0.24634 0.20385 1.16891
H3 -0.83774 0.57310 -2.11506
H4 1.36779 -1.99631 -0.48573
H5 2.02868 1.82233 0.69283
H6 -0.63848 -1.61073 -1.14636
H7 1.14574 1.98500 -1.53748
H8 -0.31371 2.26020 -0.55701
H9 -2.70874 -0.74506 -0.65486
H10 -2.07477 0.47664 0.44608
H11 -2.00034 -1.22550 0.94817

LUMO (eV): 0.818
HOMO (eV): -8.88
Orbital gap (Ha): 0.3563
Charge: 0
Structure (SMILES): C[C@H]1NC[C@@H](O)O[C@H]1O
Molar mass (g/mol): 133.15

---

Computed energies relative to the best structure, in kcal/mol: #a 68.7; #b 0.0; #c 16.5

---

#a
A molecular structure, C5H11NO3, computed with ωB97M-V/def2-TZVPD.

Element x y z (Å)
C1 0.37577 -1.92731 0.92875
C2 0.69513 0.26084 2.04813
N1 0.43132 -0.45857 0.78306
C3 1.17837 0.10090 -0.37302
O1 0.99929 -0.70967 -1.45014
O2 2.08601 0.87958 -0.24224
H1 1.59065 -0.38885 -2.14560
H2 1.31620 -2.30683 1.32997
H3 1.66795 -0.01869 2.44905
H4 0.17188 -2.39164 -0.03117
H5 -0.44212 -2.16012 1.61018
H6 -0.11403 0.00880 2.73330
H7 0.59031 1.32031 1.82969
C4 -1.61891 1.16127 -2.07072
C5 -1.30016 1.16059 -0.58775
O3 -1.98696 1.79158 0.19974
H8 -0.57981 0.19676 0.32776
H9 -2.57722 1.65113 -2.26309
H10 -0.83807 1.69226 -2.62299
H11 -1.64561 0.13767 -2.45290

LUMO (eV): 0.462
HOMO (eV): -6.80
Orbital gap (Ha): 0.2667
Charge: 0
Molar mass (g/mol): 133.15

---

#b
A single C5H11NO3 molecule, computed with ωB97M-V/def2-TZVPD.

Element x y z (Å)
C1 -0.99852 -1.70564 -0.93870
C2 -0.99757 1.93202 -0.40002
C3 -0.54783 0.50314 -0.10905
C4 -0.77626 0.13489 1.34141
O1 -1.22244 -0.30939 -1.01820
H1 0.06776 -1.93802 -0.87993
H2 -1.41229 -2.11992 -1.85680
H3 -1.51189 -2.14671 -0.07889
H4 -2.05840 2.02937 -0.18458
H5 -0.82549 2.15087 -1.44921
H6 -0.43171 2.62528 0.21494
H7 -1.84339 0.02617 1.51481
H8 -0.35909 0.89389 1.99580
C5 1.89900 -0.12351 0.11831
N1 1.88964 -0.49057 1.32288
O2 2.96130 -0.30092 -0.70618
O3 0.89928 0.47197 -0.52405
H9 2.74931 0.05050 -1.58189
H10 -0.25202 -0.79569 1.59375
H11 2.77060 -0.88772 1.62561

LUMO (eV): 0.745
HOMO (eV): -9.83
Orbital gap (Ha): 0.3885
Charge: 0
Structure (SMILES): [H]/N=C(\O)OC(C)(C)OC
Molar mass (g/mol): 133.15

---

Computed energies relative to the best structure, in kcal/mol: #a 58.2; #b 0.0

---

#a
A single C3H4ClN3O molecule, computed with ωB97M-V/def2-TZVPD.

Element x y z (Å)
C1 0.39835 0.76143 -0.00040
C2 0.10512 -0.57850 0.06105
C3 -1.28181 -1.11918 0.27568
H1 -1.11415 1.79065 -0.27593
H2 2.28362 1.55022 -0.39550
H3 -1.38325 -2.08328 -0.14146
H4 -1.46734 -1.12919 1.42115
N1 1.74890 0.71264 -0.16268
N2 2.18608 -0.57096 -0.31209
N3 1.21000 -1.36181 -0.22732
O1 -0.22018 1.98938 0.11536
Cl1 -2.46533 0.03861 -0.35787

LUMO (eV): 0.594
HOMO (eV): -9.35
Orbital gap (Ha): 0.3653
Charge: 0
Structure (SMILES): Oc1[nH]nnc1CCl
Molar mass (g/mol): 133.54

---

#b
2 unconnected molecules or ions with the total composition C3H4ClN3O, computed with ωB97M-V/def2-TZVPD.

Element x y z (Å)
C1 0.96781 -0.01168 -0.90913
C2 0.56756 1.34261 -0.35259
C3 -0.91077 1.13807 -0.32029
N1 0.31402 -1.07696 -0.74189
N2 -1.84860 0.45028 -0.34694
N3 -0.80140 -1.41887 -0.41013
O1 -1.23307 -2.20634 0.38351
Cl1 0.09076 -0.50854 2.44077
H1 1.77919 -0.01890 -1.47654
H2 1.06844 1.48945 0.53754
H3 0.78195 2.13234 -0.98610
H4 -0.77588 -1.31145 2.18178

LUMO (eV): 0.036
HOMO (eV): -8.68
Orbital gap (Ha): 0.3203
Charge: 0
Structure (SMILES): N#CC/C=N\N=O.Cl
Molar mass (g/mol): 133.54

---

#c
A single C3H4ClN3O molecule, computed with ωB97M-V/def2-TZVPD.

Element x y z (Å)
C1 -0.08610 -1.14278 -0.02535
C2 -0.94210 -0.12156 0.01376
C3 1.07431 0.77906 -0.05030
H1 2.78080 -1.10997 0.97853
H2 3.02393 -1.22343 -0.61270
H3 -0.24341 -2.17518 -0.03569
H4 2.83584 1.21190 -0.10027
N1 2.32260 -1.32224 0.09591
N2 1.17985 -0.60738 -0.17536
N3 1.94452 1.71642 0.03211
O1 -0.27331 1.05700 0.02600
Cl1 -2.62448 -0.04443 0.01558

LUMO (eV): 0.639
HOMO (eV): -8.22
Orbital gap (Ha): 0.3257
Charge: 0
Structure (SMILES): [H]/N=c1/oc(Cl)cn1N
Molar mass (g/mol): 133.54

---

Computed energies relative to the best structure, in kcal/mol: #a 0.0; #b 93.0; #c 8.0

---

#a
2 unconnected molecules or ions with the total composition C5H11NOS, computed with ωB97M-V/def2-TZVPD.

Element x y z (Å)
C1 0.85756 0.87520 -0.98598
C2 -0.13805 0.37574 -1.81886
C3 -1.10228 -0.63421 -0.99450
S1 -2.06200 0.29024 0.11107
C4 1.96832 -0.03345 -0.62488
N1 2.59733 0.23169 0.59468
C5 1.74458 0.30577 1.78740
O1 2.34463 -0.92644 -1.35010
H1 -6.26076 -0.98500 1.81230
H2 0.87469 1.83274 -0.50350
H3 0.37290 -0.21124 -2.58159
H4 -0.73836 1.17895 -2.22635
H5 -0.43332 -1.25890 -0.44239
H6 -1.62747 -1.31021 -1.67971
H7 -6.18424 -0.23615 1.94155
H8 3.28958 -0.50712 0.67284
H9 2.17539 0.94515 2.54041
H10 1.55667 -0.66037 2.20973
H11 0.76485 0.72762 1.53788

LUMO (eV): -2.737
HOMO (eV): -7.92
Orbital gap (Ha): 0.1906
Charge: 0
Molar mass (g/mol): 133.22

---

#b
A single C5H11NOS molecule, computed with ωB97M-V/def2-TZVPD.

Element x y z (Å)
C1 -0.30223 2.13699 -0.70274
C2 0.42708 1.45800 0.44543
C3 -0.45636 0.41127 1.17107
C4 0.36884 -0.51182 2.07412
C5 -1.09746 -1.21898 -0.67609
H1 -1.25477 2.52735 -0.34502
H2 0.32613 2.95740 -1.08984
H3 -0.51315 1.44893 -1.50937
H4 0.64599 2.20607 1.24058
H5 1.53210 0.21905 -0.55510
H6 -1.12251 1.01714 1.81095
H7 0.99844 0.11282 2.74086
H8 -0.28743 -1.14073 2.69244
H9 1.05361 -1.14223 1.49947
H10 -2.33249 -0.33935 0.58190
H11 -1.99890 -1.73912 -1.03232
N1 -1.36656 -0.37273 0.31297
O1 1.69047 0.97511 0.06705
S1 0.33474 -1.56075 -1.41454

LUMO (eV): 0.477
HOMO (eV): -8.74
Orbital gap (Ha): 0.3386
Charge: 0
Structure (SMILES): C[C@H](O)[C@H](C)NC=S
Molar mass (g/mol): 133.22

---

Computed energies relative to the best structure, in kcal/mol: #a 106.1; #b 0.0

---

#a
A single C5H11NOS molecule, computed with ωB97M-V/def2-TZVPD.

Element x y z (Å)
C1 -0.45483 -1.63548 -0.64396
C2 0.82360 -2.45053 -0.75747
S1 1.30236 -3.19065 0.86234
C3 -0.34101 -0.44570 0.27957
N1 0.18442 0.66679 -0.28499
C4 0.40625 1.86018 0.50110
C5 -0.72435 2.93138 0.30946
O1 -0.70194 -0.49325 1.44442
H1 -1.32089 -2.25345 -0.39132
H2 -0.83077 -1.32392 -1.63384
H3 1.67659 -1.81819 -0.98123
H4 0.63283 -3.24260 -1.46951
H5 0.37014 -2.58541 1.60950
H6 0.22290 0.68418 -1.29050
H7 1.35810 2.32822 0.25541
H8 0.38583 1.56386 1.52952
H9 -0.34928 3.62735 -0.44138
H10 -1.58967 2.46730 -0.16726
H11 -1.05029 3.30992 1.27014

LUMO (eV): 0.726
HOMO (eV): -8.90
Orbital gap (Ha): 0.3538
Charge: 0
Structure (SMILES): CCNC(=O)CCS
Molar mass (g/mol): 133.22

---

#b
2 unconnected molecules or ions with the total composition C5H11NOS, computed with ωB97M-V/def2-TZVPD.

Element x y z (Å)
O1 1.18810 -0.78812 -1.79948
C1 0.79930 -0.51867 -0.66401
N1 -0.44855 -0.85411 -0.25366
C2 -1.04092 -0.31950 0.96028
C3 -2.49666 -0.77296 0.98312
S1 -3.11752 -0.18608 -0.59344
C4 1.63040 0.13201 0.30659
C5 3.02092 0.45820 0.02520
H1 -1.06629 -0.86208 -1.07799
H2 -1.05984 0.78057 0.96623
H3 -0.50308 -0.68679 1.82915
H4 -2.99908 -0.30018 1.81225
H5 -2.54317 -1.86319 0.99504
H6 -1.04129 1.87950 -2.05301
H7 -1.62987 1.59543 -2.40118
H8 1.18319 0.68462 1.11916
H9 3.37121 -0.06573 -0.86352
H10 3.06124 1.53277 -0.13468
H11 3.69189 0.15432 0.84396

LUMO (eV): -3.655
HOMO (eV): -7.51
Orbital gap (Ha): 0.1418
Charge: 0
Molar mass (g/mol): 133.22

---

Computed energies relative to the best structure, in kcal/mol: #a 0.0; #b 122.9

---

#a
2 unconnected molecules or ions with the total composition C3H10NS, computed with ωB97M-V/def2-TZVPD.

Element x y z (Å)
C1 2.20330 -1.87878 0.64732
N1 1.05319 -1.60460 1.09751
H1 2.93775 -2.38721 1.25355
H2 2.42861 -1.57169 -0.37312
H3 0.28719 -1.13109 0.52355
H4 0.81080 -1.92206 2.03026
C2 -0.31325 1.72171 -1.16184
C3 -1.46193 1.28088 -0.26683
S1 -1.59465 -0.55889 -0.30711
H5 -0.53036 2.68783 -1.60321
H6 -0.10356 1.02209 -1.96960
H7 0.61782 1.82608 -0.58336
H8 -1.31194 1.57686 0.76534
H9 -2.42039 1.62672 -0.62246
H10 -2.60257 -0.68784 0.57002

LUMO (eV): -5.133
HOMO (eV): -13.39
Orbital gap (Ha): 0.3036
Charge: +1
Molar mass (g/mol): 92.19

---

#b
2 unconnected molecules or ions with the total composition C3H10NS, computed with ωB97M-V/def2-TZVPD.

Element x y z (Å)
C1 2.78768 -0.59564 -0.73454
N1 1.60197 -1.02455 -0.96537
H1 3.55216 -1.33189 -0.95396
H2 3.02538 0.38612 -0.34812
H3 0.75953 -0.31193 -0.92150
H4 1.46301 -2.01620 -0.78420
C2 -1.64537 -0.35474 1.03022
C3 -1.76058 0.90137 0.15460
S1 -0.12427 1.36463 -0.58525
H5 -2.68160 -0.71467 1.09100
H6 -1.20110 -1.24939 0.59393
H7 -1.31785 -0.11938 2.03740
H8 -1.94005 1.75927 0.79696
H9 -2.57400 0.82236 -0.57003
H10 0.05509 2.48465 0.15884

LUMO (eV): -5.415
HOMO (eV): -13.52
Orbital gap (Ha): 0.2978
Charge: +1
Molar mass (g/mol): 92.19

---

Computed energies relative to the best structure, in kcal/mol: #a 0.0; #b 20.7